Entry 1:
An isolated molecule of C3H5NOS in a non-equilibrium geometry. Source: the OMol25 dataset; level of theory: ωB97M-V/def2-TZVPD.

Structure (ORCA input):
```
! RIJCOSX wB97M-V def2-TZVPD def2/J DEFGRID3
* xyz 0 1
C -0.2265 -0.9497 0.7253
C -0.2863 -0.4946 -0.8247
C 0.3274 0.9886 -0.7033
H -1.3157 -0.3262 -1.2338
H 0.1740 -1.2258 -1.5495
H 0.0795 1.8502 -1.3238
H 1.5553 0.7015 -0.7066
H 0.1368 0.5109 2.4035
N -0.1769 0.1570 1.4453
O 0.0348 1.3377 0.6318
S -0.3025 -2.5495 1.1358
*
```

**SMILES**: S=C1CCON1
**Frontier orbital gap**: 9.10 eV
**Highest occupied orbital energy**: -0.3109 hartree
**ΔE to the lowest compared entry with this formula, charge and spin**: 81.82 kcal/mol
**E**: -645.38130 hartree

***

Entry 2:
A cluster of 2 separate species, C3H9NO2 in total in a non-equilibrium geometry. Source: the OMol25 dataset; level of theory: ωB97M-V/def2-TZVPD.

Structure (ORCA input):
```
! RIJCOSX wB97M-V def2-TZVPD def2/J DEFGRID3
* xyz 0 1
C 0.5350 -0.7076 2.7054
N 0.8371 -1.7769 1.7917
H 1.5356 -2.4680 1.9685
H 0.1112 -0.9854 -2.2399
H 0.8924 -1.4791 0.8256
H 1.3635 -0.0677 3.0099
H 0.4664 -1.2993 3.7257
H -0.1676 -0.0769 2.2062
C -1.6862 1.1847 -0.9865
C -0.2438 0.7959 -1.2451
O -0.1356 -0.0600 -2.2733
O 0.6940 1.0527 -0.5477
H -2.2961 1.9297 -1.4545
H -1.8297 1.1386 0.1351
H -2.2833 0.2518 -0.8002
*
```

**SMILES**: CC(=O)O.CN
**Frontier orbital gap**: 9.16 eV
**Highest occupied orbital energy**: -0.3176 hartree
**ΔE to the lowest compared entry with this formula, charge and spin**: 69.43 kcal/mol
**E**: -324.86196 hartree

***

Entry 3:
A cluster of 2 separate species, C5H10N2O in total in a non-equilibrium geometry. Source: the OMol25 dataset; level of theory: ωB97M-V/def2-TZVPD.

Structure (ORCA input):
```
! RIJCOSX wB97M-V def2-TZVPD def2/J DEFGRID3
* xyz 0 1
C 1.3011 0.2487 1.3000
C -1.3027 0.1467 1.0508
C 0.2185 -0.4379 0.5126
N -2.2652 -0.6902 0.6450
N 0.2027 -1.6895 0.2643
O -1.4499 1.2083 1.6038
H -3.2393 -0.4628 0.7670
H -1.9745 -1.5458 0.1944
H 1.0414 -2.1827 0.5686
H 1.1242 0.1367 2.3692
H 2.2872 -0.1500 1.0629
H 1.2728 1.3152 1.0821
C -0.1052 0.7574 -1.5188
C 1.0828 0.5183 -2.1255
H 2.0411 0.7469 -1.6866
H -1.0068 0.3046 -1.9157
H -0.3111 1.7308 -1.0765
H 1.0828 0.0454 -3.0978
*
```

**SMILES**: [H]/N=C(\C)C(N)=O.C=C
**Frontier orbital gap**: 8.78 eV
**Highest occupied orbital energy**: -0.3204 hartree
**ΔE to the lowest compared entry with this formula, charge and spin**: 69.56 kcal/mol
**E**: -381.17459 hartree

***

Entry 4:
A cluster of 3 separate species, C14H28F4N3O9S2 in total. Source: the OMol25 dataset; level of theory: ωB97M-V/def2-TZVPD.

Structure (ORCA input):
```
! RIJCOSX wB97M-V def2-TZVPD def2/J DEFGRID3
* xyz 1 1
C -3.6684 1.7823 3.9960
C -3.1535 1.8202 2.5508
C -2.2548 3.0217 2.2694
C -1.9356 3.2384 0.7786
C -0.5843 2.6452 0.3448
C -0.5514 2.1405 -1.0891
C -1.5121 0.9795 -1.3952
N -1.9827 0.2886 -0.1496
C -2.1656 -1.0327 -0.1656
N -1.1308 -1.9027 -0.3918
C 0.1776 -1.6015 0.1667
F 0.9702 -2.6123 -0.2333
F 0.6594 -0.4760 -0.3402
C 0.2458 -1.5718 1.7216
F 0.3876 -0.3171 2.1665
F -0.9044 -2.0853 2.2211
N -3.3656 -1.5631 0.0182
O -4.4629 -0.7487 0.1151
H -4.6225 1.2617 4.0576
H -2.9708 1.2417 4.6329
H -3.7962 2.7919 4.3786
H -3.9963 1.8256 1.8503
H -2.5848 0.8967 2.3841
H -1.3148 2.8783 2.8054
H -2.7430 3.9163 2.6530
H -1.9280 4.3102 0.5924
H -2.7409 2.8186 0.1662
H 0.1680 3.4321 0.4113
H -0.2559 1.8698 1.0376
H -0.7449 2.9498 -1.7917
H 0.4616 1.8004 -1.3048
H -2.3677 1.3187 -1.9759
H -1.0137 0.2244 -1.9974
H -2.7773 0.7420 0.2902
H -1.3910 -2.8502 -0.1367
H 1.0906 -2.1658 2.0680
H -3.5519 -2.5573 0.0295
H -4.7268 -0.7464 1.0501
C 0.9548 -0.0560 -4.4394
C 2.2447 -0.1322 -5.2311
O 1.9349 0.5831 -6.4333
S 0.9221 1.7820 -6.1277
O 1.6362 2.9887 -5.9423
O -0.1666 1.6870 -7.0249
O 0.4577 1.2605 -4.6741
H 0.2200 -0.7790 -4.8021
H 1.1161 -0.1970 -3.3717
H 2.5369 -1.1482 -5.4786
H 3.0651 0.3744 -4.7191
C 3.6912 -3.5216 2.4521
C 4.1674 -2.2826 1.7150
O 5.4975 -2.0919 2.1890
S 6.1897 -3.5120 2.4828
O 6.9618 -3.9036 1.3646
O 6.7243 -3.4778 3.7899
O 4.8323 -4.3737 2.4729
H 3.4006 -3.2922 3.4808
H 2.8764 -4.0328 1.9423
H 3.5793 -1.3938 1.9362
H 4.1959 -2.4453 0.6344
*
```

**Frontier orbital gap**: 9.69 eV
**Highest occupied orbital energy**: -0.4887 hartree
**E**: -2587.16772 hartree

***

Entry 5:
A cluster of 2 separate species, C11H19N2O in total in a non-equilibrium geometry. Source: the OMol25 dataset; level of theory: ωB97M-V/def2-TZVPD.

Structure (ORCA input):
```
! RIJCOSX wB97M-V def2-TZVPD def2/J DEFGRID3
* xyz 1 1
C 0.4342 3.3043 -3.3000
C -0.0393 3.5599 -2.0389
C 0.9297 2.0458 -3.6559
C 1.0089 1.0425 -2.6965
C -0.0368 2.4183 -1.2400
C -2.2485 -0.4710 0.6191
C 1.9695 -0.4155 1.6371
C -0.5650 -2.6965 2.7473
C -1.2969 -1.5138 0.0829
C 0.8822 -0.6631 0.7358
C 0.2206 -2.8705 1.4666
N 0.4332 1.2009 -1.5186
N 0.0273 -1.6614 0.7435
O -0.4536 2.5654 0.0915
H 0.4691 4.2576 -3.8562
H -0.3531 4.5766 -1.7540
H 1.4107 1.9137 -4.7085
H 1.4839 0.1495 -2.9635
H -2.0538 0.4842 0.1711
H -3.3662 -0.8910 0.5636
H -1.9552 -0.4414 1.6735
H 2.0096 -1.2309 2.4510
H 2.8634 -0.4252 1.0308
H 1.9234 0.5907 1.8502
H -0.2233 -1.9266 3.3564
H -1.5105 -2.3843 2.5717
H -0.7765 -3.4406 3.5079
H -0.9929 -1.3913 -0.9704
H -1.6586 -2.4868 -0.1285
H -0.2493 3.4220 0.4979
H 0.7012 0.1677 0.0759
H -0.1832 -3.7464 1.0882
H 1.1957 -3.0428 1.8690
*
```

**Frontier orbital gap**: 8.88 eV
**Highest occupied orbital energy**: -0.4515 hartree
**ΔE to the lowest compared entry with this formula, charge and spin**: 79.27 kcal/mol
**E**: -614.97120 hartree

***

Entry 6:
The ion C8H10FN4OS with charge +1 in a non-equilibrium geometry. Source: the OMol25 dataset; level of theory: ωB97M-V/def2-TZVPD.

Structure (ORCA input):
```
! RIJCOSX wB97M-V def2-TZVPD def2/J DEFGRID3
* xyz 1 1
C -0.9541 -1.9549 -0.8645
C 0.3962 -1.7364 -0.6830
C 1.2558 -0.7652 -0.1403
C 3.0121 1.2914 -1.4264
C 1.9588 1.8343 -0.3606
C 2.8916 1.5058 0.8169
C -2.8558 -1.1642 0.4730
C -4.7377 -0.1934 1.5264
N -1.9929 -1.2771 -0.4907
N 2.3261 -0.8312 0.4655
N 3.2251 0.1010 0.8617
N 0.7383 1.2116 -0.2095
O -3.8598 -0.3574 0.4381
F 1.2366 -2.6214 -1.3721
S 4.3133 0.9186 -0.2185
H -1.1548 -2.8418 -1.4774
H 2.8260 0.4551 -1.9970
H 3.3275 2.1700 -2.1372
H 2.1983 2.9308 -0.4911
H 3.0899 2.1177 1.6594
H -2.6622 -1.7211 1.4914
H -5.1323 -1.1668 1.7731
H -5.5426 0.4668 1.1459
H -4.1269 0.3179 2.2741
H 0.2233 1.3098 -1.0573
*
```

**Frontier orbital gap**: 7.34 eV
**Highest occupied orbital energy**: -0.4331 hartree
**ΔE to the lowest compared entry with this formula, charge and spin**: 44.94 kcal/mol
**E**: -1102.60749 hartree

***

Entry 7:
A cluster of 2 separate species, C4H14N3 in total in a non-equilibrium geometry. Source: the OMol25 dataset; level of theory: ωB97M-V/def2-TZVPD.

Structure (ORCA input):
```
! RIJCOSX wB97M-V def2-TZVPD def2/J DEFGRID3
* xyz 1 1
N 1.8700 -0.0288 -1.7148
C 1.2846 -0.8710 -2.6068
N 0.0690 -1.2654 -2.5240
H 1.3075 0.6166 -1.1915
H 2.7869 0.2850 -1.9865
H 1.9457 -1.2139 -3.4004
H -0.1525 -1.8823 -3.2955
C -1.1123 0.1378 0.6114
C -0.3286 0.4600 1.8658
C -0.4391 1.9235 2.2866
N -0.7697 -1.2244 0.0715
H -2.1902 0.1635 0.7589
H -0.8857 0.8294 -0.2040
H 0.7186 0.1963 1.6715
H -0.6759 -0.1888 2.6746
H -0.2816 2.5705 1.4213
H -1.4310 2.1222 2.6889
H 0.3094 2.1711 3.0313
H 0.0419 -1.6325 0.5474
H -1.4968 -1.9127 0.2825
H -0.5699 -1.2560 -0.9879
*
```

**Frontier orbital gap**: 11.10 eV
**Highest occupied orbital energy**: -0.5100 hartree
**ΔE to the lowest compared entry with this formula, charge and spin**: 8.44 kcal/mol
**E**: -324.85140 hartree

***

Entry 8:
A structure of composition C5H11N in a non-equilibrium geometry. Source: the OMol25 dataset; level of theory: ωB97M-V/def2-TZVPD.

Structure (ORCA input):
```
! RIJCOSX wB97M-V def2-TZVPD def2/J DEFGRID3
* xyz 0 1
C 0.7288 -1.6162 0.8304
C 1.0426 -0.1039 0.8162
C 0.0889 0.7344 -0.0224
C -0.1055 0.3928 -1.5123
N -1.1036 -0.6798 -1.4569
C -0.9295 1.4997 0.6031
H 1.5774 -2.1859 0.4395
H -0.0585 -1.8071 0.0995
H 0.5878 -1.9774 1.8441
H 2.0293 0.1590 0.4311
H 0.9856 0.3001 1.8314
H 0.8873 0.0331 -1.8098
H -0.2617 1.3194 -2.0733
H -1.8153 -0.2936 -2.0807
H -1.0072 1.6853 1.6680
H -1.5015 2.2294 0.0426
H -1.1449 0.3107 0.3497
*
```

**Frontier orbital gap**: 6.61 eV
**Highest occupied orbital energy**: -0.2402 hartree
**ΔE to the lowest compared entry with this formula, charge and spin**: 123.28 kcal/mol
**E**: -251.66607 hartree

***

Entry 9:
A cluster of 2 separate species, C5H9NOS in total in a non-equilibrium geometry. Source: the OMol25 dataset; level of theory: ωB97M-V/def2-TZVPD.

Structure (ORCA input):
```
! RIJCOSX wB97M-V def2-TZVPD def2/J DEFGRID3
* xyz 0 1
C -1.8671 -0.9860 -0.9276
C -0.3046 -1.1988 -0.7748
C 1.1642 0.3146 -0.6737
C 0.1493 -0.2442 0.4623
C 0.7626 -0.9004 1.7193
H -2.5986 -1.5031 -1.8980
H -2.2806 -1.1914 0.1158
H -1.9567 0.0404 -1.1834
H -0.1710 -2.0491 -0.2365
H 0.5820 -0.8698 -2.5571
H 1.1229 -0.1767 2.3934
H 1.4532 -1.7109 1.5013
H -0.1123 -1.2923 2.3734
H -0.0351 1.5594 2.7318
N 0.7810 -0.6633 -1.5331
O 2.0732 1.2075 -0.6293
S -1.0927 1.2666 0.8558
*
```

**Frontier orbital gap**: 7.59 eV
**Highest occupied orbital energy**: -0.3380 hartree
**ΔE to the lowest compared entry with this formula, charge and spin**: 150.49 kcal/mol
**E**: -723.87997 hartree

***

Entry 10:
A cluster of 2 separate species, C16H17N in total in a non-equilibrium geometry. Source: the OMol25 dataset; level of theory: ωB97M-V/def2-TZVPD.

Structure (ORCA input):
```
! RIJCOSX wB97M-V def2-TZVPD def2/J DEFGRID3
* xyz 0 1
C -4.1591 -2.8940 -0.1471
C -2.6909 0.4778 -1.0628
C -2.7050 -0.6516 -0.2113
C -3.7975 -1.5317 -0.6651
C -4.4826 -0.8144 -1.5811
C -0.9234 1.3952 0.1553
C -1.8015 1.5457 -0.9382
C -0.9618 0.3387 1.0673
C -1.7852 -0.7649 0.8164
N -3.7893 0.3475 -1.9049
H -0.3700 2.3188 0.3490
H -1.7493 2.4575 -1.5098
H -0.4550 0.4960 2.0125
H -1.7618 -1.5965 1.5018
H -4.1189 1.1032 -2.4748
H -5.4692 -0.9277 -2.0167
H -5.0931 -2.8396 0.3874
H -3.3796 -3.2385 0.5559
H -4.1005 -3.6970 -0.9010
C 4.3330 -0.3643 2.2805
C 3.2091 0.0696 -1.3338
C 3.5211 -0.5046 -0.1028
C 2.7708 1.3837 -1.2642
C 3.7501 0.2690 1.0450
C 2.9991 2.2061 -0.1874
C 3.4855 1.6299 1.0039
H 3.1110 -0.5615 -2.1858
H 3.7812 -1.5551 0.0080
H 2.2863 1.9730 -2.0494
H 2.8247 3.2728 -0.1809
H 3.6697 -0.9110 2.9620
H 4.8451 0.3764 2.8831
H 3.9371 2.2901 1.7424
H 5.0701 -1.0987 1.9468
*
```

**SMILES**: Cc1c[nH]c2ccccc12.Cc1ccccc1
**Frontier orbital gap**: 8.67 eV
**Highest occupied orbital energy**: -0.2830 hartree
**ΔE to the lowest compared entry with this formula, charge and spin**: 26.10 kcal/mol
**E**: -674.61504 hartree

***

Entry 11:
The ion C4H9NOS with charge -1 in a non-equilibrium geometry. Source: the OMol25 dataset; level of theory: ωB97M-V/def2-TZVPD.

Structure (ORCA input):
```
! RIJCOSX wB97M-V def2-TZVPD def2/J DEFGRID3
* xyz -1 2
C -0.4479 1.8285 -1.0855
N -0.8067 0.3875 -0.9619
C -0.0116 -0.1354 0.1737
C -0.8537 -1.1157 1.0527
S -0.2692 -1.3554 2.7203
C 1.3357 -0.8011 -0.3597
O 1.6479 -2.0062 -0.1183
H 0.6085 2.1083 -1.0837
H -0.8287 2.1409 -2.0763
H -0.9304 2.3815 -0.2757
H -0.4347 -0.1536 -1.7507
H 0.4539 0.6450 0.7969
H -1.9229 -0.9231 0.9007
H -0.5766 -1.9964 0.4704
H 1.0188 -0.9647 2.4316
H 2.0176 -0.0400 -0.8345
*
```

**⟨S²⟩**: 0.754
**Frontier orbital gap (spin up / spin down)**: 3.48 / 6.95 eV
**Highest occupied orbital energy (spin up / spin down)**: 0.0009 / -0.1271 hartree
**ΔE to the lowest compared entry with this formula, charge and spin**: 33.92 kcal/mol
**E**: -685.91844 hartree

***

Entry 12:
An isolated molecule of C3H5F5OP2 in a non-equilibrium geometry. Source: the OMol25 dataset; level of theory: ωB97M-V/def2-TZVPD.

Structure (ORCA input):
```
! RIJCOSX wB97M-V def2-TZVPD def2/J DEFGRID3
* xyz 0 1
C 2.1121 1.0185 0.1971
P 1.8009 -0.8290 0.5436
O 2.3887 -1.6758 -0.9032
P -0.2949 -1.3617 0.6855
C -1.4751 0.1220 0.8275
F -0.8584 1.4117 1.1999
F -2.4440 -0.2138 1.9380
C -2.4043 0.1789 -0.5436
F -3.2371 -1.0812 -0.5013
F -1.6298 0.1005 -1.8041
F -3.3364 1.3501 -0.5421
H 1.3685 1.5217 -0.5536
H 2.0506 1.5808 1.2473
H 3.2557 1.1289 -0.1269
H 3.3212 -1.2864 -1.0485
H -0.6175 -1.9652 -0.6156
*
```

**SMILES**: CP(O)#[PH]C(F)(F)C(F)(F)F
**Frontier orbital gap**: 8.77 eV
**Highest occupied orbital energy**: -0.3287 hartree
**E**: -1374.45640 hartree

***

- Which of these has the lowest E?
  C14H28F4N3O9S2

***

- What is the formula in the ninth record?
  C5H9NOS